1.
Computed, not measured: C4H9NO3 in the gas phase in a non-equilibrium geometry, with ωB97M-V with the def2-TZVPD basis set.

Results
Relative energy (zero: lowest compared OMol25 entry of this formula, charge and spin)   24.5 kcal per mole
DFT total energy   -11926.47903 eV
HOMO   -9.87 eV
Max |F|   0.020 Eh/bohr
SMILES   O=C(CCO)NCO
HOMO-LUMO gap   10.42 eV

The geometry in XYZ format:
```
17
Properties=species:S:1:pos:R:3:nbo_charge:R:1
O -0.323 -1.722 1.473 -0.61
C 0.124 -1.066 0.556 0.69
C -0.769 -0.663 -0.619 -0.53
C -2.082 -0.073 -0.131 -0.07
O -1.873 1.258 0.348 -0.72
N 1.456 -0.752 0.514 -0.64
C 2.055 0.382 -0.144 0.09
O 1.980 1.553 0.585 -0.71
H -0.872 -1.597 -1.182 0.24
H -0.250 0.012 -1.300 0.20
H -2.462 -0.615 0.729 0.21
H -2.803 -0.153 -0.954 0.17
H -1.839 1.869 -0.403 0.46
H 1.901 -0.991 1.394 0.40
H 1.573 0.505 -1.111 0.16
H 3.101 0.149 -0.301 0.18
H 1.085 1.903 0.548 0.48
```

***

2.
Computed, not measured: C4H9NO3 in the gas phase in a non-equilibrium geometry, with ωB97M-V with the def2-TZVPD basis set.

Results
Relative energy (zero: lowest compared OMol25 entry of this formula, charge and spin)   28.2 kcal per mole
DFT total energy   -11926.31657 eV
HOMO   -9.60 eV
Max |F|   0.087 Eh/bohr
SMILES   C[C@@H](O)[C@H](N)C(=O)O
HOMO-LUMO gap   10.07 eV

The geometry in XYZ format:
```
17
Properties=species:S:1:pos:R:3:nbo_charge:R:1
C -1.263 -1.656 -0.678 -0.63
C -0.382 -0.529 -1.102 0.12
O -0.966 0.178 -2.158 -0.72
C -0.266 0.446 0.091 -0.20
N 0.215 1.592 -0.490 -0.84
C 0.621 0.004 1.208 0.77
O 0.274 -0.838 2.026 -0.60
O 1.738 0.670 1.315 -0.69
H -2.240 -1.301 -0.475 0.21
H -0.949 -2.085 0.212 0.23
H -1.288 -2.442 -1.398 0.21
H 0.650 -0.926 -1.350 0.15
H -0.388 0.944 -2.333 0.49
H -1.258 0.594 0.504 0.22
H 1.211 1.553 -0.372 0.37
H -0.121 2.455 -0.029 0.37
H 2.251 0.397 2.096 0.51
```

***

3.
Computed, not measured: C4H9NO3 in the gas phase in a non-equilibrium geometry, with ωB97M-V with the def2-TZVPD basis set.

Results
Relative energy (zero: lowest compared OMol25 entry of this formula, charge and spin)   171.0 kcal per mole
DFT total energy   -11920.12778 eV
HOMO   -9.46 eV
Max |F|   0.135 Eh/bohr
SMILES   C[C@H](CO)C(=O)NO
HOMO-LUMO gap   9.72 eV

The geometry in XYZ format:
```
17
Properties=species:S:1:pos:R:3:nbo_charge:R:1
C -0.987 0.261 2.163 -0.66
C -0.206 0.411 0.670 -0.31
C -1.194 0.391 -0.663 -0.07
O -0.751 1.243 -1.621 -0.69
C 0.425 -0.947 0.190 0.63
O 0.132 -2.002 0.837 -0.60
N 1.213 -0.757 -0.895 -0.37
O 1.546 0.844 -0.673 -0.63
H -1.552 -0.691 2.378 0.24
H -1.572 1.225 2.541 0.21
H -0.286 0.121 3.068 0.23
H 0.324 1.277 0.459 0.24
H -2.281 0.703 -0.127 0.17
H -1.337 -0.700 -0.860 0.21
H -0.712 2.046 -1.247 0.47
H 2.202 -1.293 -0.816 0.42
H 1.075 1.239 -1.635 0.50
```

***

4.
Computed, not measured: a gas-phase ion, C4H9NO3P (charge -1) in a non-equilibrium geometry, with ωB97M-V with the def2-TZVPD basis set.

Results
Relative energy (zero: lowest compared OMol25 entry of this formula, charge and spin)   93.4 kcal per mole
DFT total energy   -21215.09845 eV
HOMO (alpha / beta)   -2.68 / -4.23 eV
Max |F|   0.082 Eh/bohr
Net charge   -1
HOMO-LUMO gap (alpha / beta)   6.43 / 8.14 eV

The geometry in XYZ format:
```
18
Properties=species:S:1:pos:R:3:nbo_charge:R:1
C -0.360 1.371 -0.558 -0.46
C -1.096 0.116 -0.892 -0.27
C -0.263 1.357 1.020 -0.09
C 0.724 -1.457 -1.364 -0.48
N -0.501 -1.275 -0.687 -0.53
O -0.401 -0.975 2.880 -1.11
O 2.107 -1.250 2.227 -1.11
O 0.975 0.817 1.430 -0.81
P 0.766 -0.815 1.997 2.22
H 0.619 1.446 -0.953 0.21
H -0.876 2.181 -1.103 0.19
H -2.049 0.109 -0.307 0.19
H -1.112 0.031 -1.947 0.17
H -0.612 2.364 1.351 0.16
H -1.030 0.604 1.363 0.19
H 1.534 -0.823 -0.880 0.19
H 1.073 -2.510 -1.123 0.19
H 0.498 -1.291 -2.453 0.14
```

***

5.
Computed, not measured: 2 unconnected molecules or ions with the total composition C4H9NO4 in a non-equilibrium geometry, with ωB97M-V with the def2-TZVPD basis set.

Results
Relative energy (zero: lowest compared OMol25 entry of this formula, charge and spin)   94.5 kcal per mole
DFT total energy   -13971.05991 eV
HOMO   -9.02 eV
Max |F|   0.031 Eh/bohr
SMILES   C[C@H](O)N(O)C=C=O.O
HOMO-LUMO gap   9.47 eV

The geometry in XYZ format:
```
18
Properties=species:S:1:pos:R:3:nbo_charge:R:1
C -1.499 1.121 1.339 -0.64
C -0.736 1.092 0.022 0.22
O -1.263 0.168 -0.903 -0.72
N 0.681 0.911 0.268 -0.16
O 1.382 1.058 -0.954 -0.58
C 1.062 -0.285 0.953 -0.42
C 0.583 -1.485 0.809 0.70
O 0.117 -2.553 0.812 -0.45
H -1.463 0.149 1.826 0.21
H -1.057 1.862 1.998 0.23
H -2.536 1.381 1.146 0.22
H -0.820 2.063 -0.482 0.19
H -1.285 -0.714 -0.508 0.47
H 0.950 0.476 -1.604 0.47
H 1.944 -0.169 1.567 0.25
O 1.100 -1.672 -1.784 -0.96
H 0.813 -1.965 -2.659 0.48
H 2.025 -1.438 -1.847 0.48
```

***

6.
Computed, not measured: 2 unconnected molecules or ions with the total composition C4H9NOS in a non-equilibrium geometry, with ωB97M-V with the def2-TZVPD basis set.

Results
Relative energy (zero: lowest compared OMol25 entry of this formula, charge and spin)   127.2 kcal per mole
DFT total energy   -18662.01238 eV
HOMO   -8.63 eV
Max |F|   0.085 Eh/bohr
HOMO-LUMO gap   8.95 eV

The geometry in XYZ format:
```
16
Properties=species:S:1:pos:R:3:nbo_charge:R:1
C 1.279 -1.018 -1.029 -0.23
C 1.752 -1.502 0.320 -0.44
C 1.518 -0.094 -0.118 0.07
C 1.379 1.232 0.438 -0.66
N -2.853 1.019 -0.023 -1.03
O -1.546 -0.866 1.047 -0.95
S -2.369 -0.641 -0.090 1.26
H 0.957 -1.548 -1.908 0.23
H -1.512 -0.129 -1.113 -0.03
H 0.853 -1.996 0.953 0.16
H 2.698 -1.825 0.642 0.18
H 0.468 1.226 1.097 0.25
H 1.270 1.981 -0.223 0.21
H 2.297 1.514 0.965 0.23
H -2.364 1.570 -0.711 0.37
H -3.827 1.079 -0.246 0.37
```

***

7.
Computed, not measured: C4H9NOS in the gas phase in a non-equilibrium geometry, with ωB97M-V with the def2-TZVPD basis set.

Results
Relative energy (zero: lowest compared OMol25 entry of this formula, charge and spin)   43.7 kcal per mole
DFT total energy   -18665.63159 eV
HOMO   -9.11 eV
Max |F|   0.051 Eh/bohr
SMILES   C[C@H](CS)NC=O
HOMO-LUMO gap   9.81 eV

The geometry in XYZ format:
```
16
Properties=species:S:1:pos:R:3:nbo_charge:R:1
C -1.466 -0.467 0.179 -0.63
C 0.042 -0.393 -0.196 -0.09
C 1.160 -0.528 0.828 -0.52
S 0.782 -0.884 2.576 -0.06
N 0.234 1.007 -0.668 -0.63
C 0.331 1.228 -2.020 0.53
O 0.337 0.301 -2.796 -0.60
H -2.205 -0.319 -0.656 0.23
H -1.752 0.428 0.766 0.20
H -1.823 -1.331 0.694 0.22
H 0.298 -1.221 -0.802 0.24
H 1.801 -1.454 0.735 0.23
H 1.888 0.282 0.694 0.21
H -0.500 -0.514 2.756 0.13
H 0.550 1.600 0.110 0.40
H 0.323 2.266 -2.200 0.12
```

***

8.
Computed, not measured: 2 unconnected molecules or ions with the total composition C4H9NOS in a non-equilibrium geometry, with ωB97M-V with the def2-TZVPD basis set.

Results
Relative energy (zero: lowest compared OMol25 entry of this formula, charge and spin)   171.0 kcal per mole
DFT total energy   -18660.11081 eV
HOMO   -8.17 eV
Max |F|   0.169 Eh/bohr
HOMO-LUMO gap   6.24 eV

The geometry in XYZ format:
```
16
Properties=species:S:1:pos:R:3:nbo_charge:R:1
C -0.689 -0.601 0.134 -0.12
N -0.385 -0.538 -1.324 -0.60
C -1.199 0.121 -2.176 0.52
O -1.061 0.385 -3.408 -0.59
C 0.642 -0.879 0.819 -0.24
C 1.175 0.329 1.497 -0.57
S 1.816 1.563 0.303 -0.03
H -1.563 -1.465 0.327 0.22
H -1.068 0.380 0.593 0.03
H 0.660 -0.558 -1.528 0.43
H -2.122 0.414 -1.696 0.11
H 0.677 -1.763 1.391 0.19
H -1.649 0.906 1.040 0.08
H 1.954 0.170 2.285 0.23
H 0.403 0.981 2.005 0.22
H 2.410 0.555 -0.261 0.11
```

***

What did the seventh record say?
Computed, not measured: C4H9NOS in the gas phase in a non-equilibrium geometry, with ωB97M-V with the def2-TZVPD basis set.

Results
Relative energy (zero: lowest compared OMol25 entry of this formula, charge and spin)   43.7 kcal per mole
DFT total energy   -18665.63159 eV
HOMO   -9.11 eV
Max |F|   0.051 Eh/bohr
SMILES   C[C@H](CS)NC=O
HOMO-LUMO gap   9.81 eV

The geometry in XYZ format:
```
16
Properties=species:S:1:pos:R:3:nbo_charge:R:1
C -1.466 -0.467 0.179 -0.63
C 0.042 -0.393 -0.196 -0.09
C 1.160 -0.528 0.828 -0.52
S 0.782 -0.884 2.576 -0.06
N 0.234 1.007 -0.668 -0.63
C 0.331 1.228 -2.020 0.53
O 0.337 0.301 -2.796 -0.60
H -2.205 -0.319 -0.656 0.23
H -1.752 0.428 0.766 0.20
H -1.823 -1.331 0.694 0.22
H 0.298 -1.221 -0.802 0.24
H 1.801 -1.454 0.735 0.23
H 1.888 0.282 0.694 0.21
H -0.500 -0.514 2.756 0.13
H 0.550 1.600 0.110 0.40
H 0.323 2.266 -2.200 0.12
```

***

- Among the records above, which one has the lowest DFT total energy?
  C4H9NO3P

***

- Which formula does entry 6 have?
  C4H9NOS

***

- The highest DFT total energy belongs to which entry?
  number 3